{
  "formula": "C19H45F3N2O4SSbTi",
  "method": "ωB97M-V/def2-TZVPD",
  "symbols": ["Ti", "N", "C", "C", "N", "H", "H", "H", "H", "H", "H", "H", "H", "H", "C", "C", "C", "C", "O", "H", "H", "H", "H", "H", "H", "H", "H", "H", "F", "C", "F", "F", "S", "O", "O", "O", "C", "C", "C", "C", "Sb", "C", "C", "C", "C", "C", "C", "C", "C", "H", "H", "H", "H", "H", "H", "H", "H", "H", "H", "H", "H", "H", "H", "H", "H", "H", "H", "H", "H", "H", "H", "H", "H", "H", "H", "H"],
  "positions_angstrom": [[0.666, -1.161, 0.228], [1.828, -6.519, -0.328], [0.639, -5.627, -0.602], [0.849, -4.270, 0.065], [-0.070, -3.243, -0.432], [1.710, -7.442, -0.753], [1.975, -6.657, 0.675], [2.684, -6.108, -0.713], [-0.242, -6.150, -0.235], [0.574, -5.531, -1.684], [1.869, -3.924, -0.121], [0.724, -4.337, 1.147], [-1.021, -3.435, -0.133], [-0.055, -3.179, -1.448], [0.243, -0.575, 3.956], [0.389, -1.945, 3.311], [1.657, -2.637, 3.789], [-0.841, -2.801, 3.576], [0.497, -1.762, 1.896], [0.173, -0.666, 5.040], [-0.661, -0.081, 3.596], [1.107, 0.049, 3.721], [1.641, -2.764, 4.872], [2.535, -2.048, 3.524], [1.750, -3.629, 3.339], [-0.968, -2.972, 4.645], [-0.745, -3.775, 3.089], [-1.739, -2.310, 3.199], [3.989, -3.019, -2.763], [2.720, -2.723, -3.001], [2.518, -2.594, -4.299], [1.967, -3.767, -2.557], [2.236, -1.127, -2.134], [0.273, 0.638, 0.039], [2.531, -1.510, -0.682], [0.737, -1.176, -2.221], [-2.651, 1.988, 1.569], [-1.509, 2.951, 1.243], [-2.024, 4.371, 1.019], [-0.463, 2.910, 2.356], [-0.560, 2.246, -0.564], [1.052, 3.494, -1.278], [0.449, 4.622, -2.113], [1.806, 4.057, -0.075], [1.978, 2.609, -2.109], [-1.951, 1.604, -2.101], [-1.212, 1.436, -3.427], [-2.537, 0.264, -1.664], [-3.034, 2.677, -2.220], [-3.094, 2.289, 2.522], [-2.296, 0.961, 1.680], [-3.444, 2.011, 0.821], [-2.501, 4.721, 1.938], [-2.770, 4.427, 0.224], [-1.217, 5.069, 0.788], [-0.966, 3.122, 3.304], [0.314, 3.661, 2.223], [0.007, 1.930, 2.442], [-0.243, 5.241, -1.538], [-0.067, 4.257, -3.003], [1.258, 5.273, -2.453], [1.197, 4.752, 0.505], [2.670, 4.615, -0.447], [2.179, 3.273, 0.587], [1.476, 2.157, -2.965], [2.424, 1.820, -1.502], [2.794, 3.229, -2.492], [-0.421, 0.688, -3.360], [-0.795, 2.373, -3.797], [-1.935, 1.090, -4.171], [-1.764, -0.505, -1.616], [-3.269, -0.047, -2.415], [-3.051, 0.318, -0.704], [-2.626, 3.654, -2.486], [-3.621, 2.782, -1.306], [-3.723, 2.387, -3.018]],
  "homo_lumo_gap_ev": [7.67, 9.09],
  "spin_multiplicity": 2,
  "lumo_ev": [-5.52, -5.52],
  "s2": 0.75,
  "charge": 2
}


{
  "formula": "C19H47BClGdNP2",
  "method": "ωB97M-V/def2-TZVPD",
  "symbols": ["Gd", "Cl", "P", "C", "C", "C", "C", "H", "C", "H", "H", "H", "H", "H", "H", "H", "C", "C", "H", "H", "H", "H", "H", "H", "C", "H", "C", "H", "H", "H", "H", "H", "H", "H", "H", "P", "C", "C", "C", "C", "H", "C", "H", "H", "H", "H", "H", "H", "H", "C", "C", "H", "H", "H", "H", "H", "H", "C", "H", "C", "H", "H", "H", "H", "H", "H", "B", "C", "N", "H", "H", "H"],
  "positions_angstrom": [[0.605, 0.550, -0.059], [1.357, -1.474, -1.339], [2.862, 2.017, -0.454], [3.464, 1.925, -2.210], [2.208, 3.762, 0.119], [3.999, 1.103, 0.732], [2.304, 1.592, -3.175], [4.164, 1.073, -2.260], [4.211, 3.217, -2.540], [3.531, 4.080, -2.486], [4.633, 3.196, -3.552], [5.046, 3.399, -1.852], [1.891, 0.593, -2.975], [2.655, 1.601, -4.210], [1.477, 2.313, -3.095], [4.150, 0.134, 0.213], [3.366, 0.745, 2.114], [5.318, 1.895, 0.774], [5.834, 1.824, -0.195], [6.006, 1.507, 1.539], [5.146, 2.962, 0.988], [2.254, 0.767, 2.139], [3.740, 1.406, 2.912], [3.642, -0.289, 2.383], [0.976, 4.098, -0.742], [2.976, 4.532, -0.051], [1.841, 3.763, 1.608], [1.177, 4.079, -1.820], [0.613, 5.098, -0.487], [0.153, 3.401, -0.528], [0.956, 3.138, 1.795], [1.564, 4.774, 1.929], [2.648, 3.420, 2.266], [-0.328, 1.037, -1.595], [0.262, -0.730, 1.200], [-2.694, -3.206, -0.139], [-1.380, -4.452, 0.291], [-3.681, -2.255, 1.131], [-2.631, -2.751, -1.950], [-0.186, -3.955, 1.156], [-0.934, -4.806, -0.666], [-2.258, -5.589, 0.891], [-2.715, -5.251, 1.839], [-1.666, -6.503, 1.093], [-3.066, -5.860, 0.182], [0.481, -3.319, 0.547], [0.392, -4.822, 1.498], [-0.523, -3.377, 2.034], [-1.595, -3.006, -2.250], [-2.827, -1.268, -2.390], [-3.658, -3.781, -2.518], [-3.246, -4.802, -2.456], [-3.913, -3.585, -3.570], [-4.587, -3.764, -1.924], [-2.636, -0.549, -1.577], [-3.840, -1.102, -2.805], [-2.103, -1.029, -3.189], [-2.854, -1.966, 2.403], [-4.536, -2.912, 1.418], [-4.268, -0.938, 0.572], [-2.334, -2.849, 2.805], [-3.529, -1.563, 3.167], [-2.131, -1.180, 2.145], [-3.463, -0.193, 0.590], [-5.055, -0.579, 1.250], [-4.684, -1.034, -0.441], [-2.761, 2.883, 2.594], [-1.832, 2.097, 1.719], [-1.079, 1.530, 1.035], [-2.800, 2.322, 3.684], [-3.844, 2.920, 2.056], [-2.264, 3.986, 2.687]],
  "homo_lumo_gap_ev": [5.61, 5.59],
  "spin_multiplicity": 8,
  "lumo_ev": [2.32, 2.32],
  "s2": 16.04,
  "charge": -1
}


Calculated DFT total energy in order - -80233.331, -74564.047 eV
Calculated molecular weight in order - 624.27, 555.06 g/mol